Entry 1:
{"formula": "C19H23F3N2O4", "method": "ωB97M-V/def2-TZVPD", "total_energy_ev": -39400.2311, "homo_ev": -9.341, "smiles": "O=C1C=C(O)C[C@H](c2ccc(C(F)(F)F)cc2)C1.CNC(=O)[C@H](C)NC(C)=O", "multiplicity": 1, "elements": ["O", "O", "O", "F", "F", "F", "O", "C", "C", "C", "C", "C", "C", "C", "C", "C", "C", "C", "N", "N", "C", "C", "C", "C", "C", "C", "C", "C", "H", "H", "H", "H", "H", "H", "H", "H", "H", "H", "H", "H", "H", "H", "H", "H", "H", "H", "H", "H", "H", "H", "H"], "positions_angstrom": [[-2.6660, -4.9104, 0.1897], [-1.5263, 4.5202, -4.9228], [0.8738, -4.8563, 2.4616], [-0.3077, -0.5352, 2.9797], [-2.4873, -0.1871, 3.0936], [-1.0900, 1.1143, 4.2197], [1.3781, 7.0080, -2.2593], [-1.4495, -4.9974, 0.1359], [-1.0167, 4.6715, -3.8235], [1.4844, -4.5192, 1.4545], [-0.1103, 5.7846, -3.6080], [0.5025, 5.9740, -2.3970], [-2.1575, 2.4353, 1.8241], [-0.2661, 1.2749, 0.8752], [-2.1201, 3.3586, 0.7739], [-0.2358, 2.1927, -0.1760], [-1.2260, 1.3857, 1.8953], [-1.1539, 3.2530, -0.2359], [2.8058, -4.7149, 1.3367], [-0.6897, -3.9150, 0.2998], [-0.8062, -6.3402, -0.1550], [-1.2728, 0.4199, 3.0659], [3.6420, -5.3010, 2.3850], [-1.2342, 3.6383, -2.7255], [0.2499, 5.0664, -1.2226], [-1.0784, 4.2894, -1.3393], [1.1773, -2.3690, 0.1446], [0.7752, -3.8442, 0.2565], [1.4446, 7.4982, -3.0950], [0.0673, 6.4499, -4.4443], [-2.9128, 2.5400, 2.5996], [0.4757, 0.4827, 0.8946], [-2.8447, 4.1675, 0.7554], [0.5253, 2.0810, -0.9417], [3.2566, -4.4136, 0.4878], [-1.1916, -3.0789, 0.5496], [-0.2401, -6.6609, 0.7177], [-1.5926, -7.0665, -0.3544], [-0.1594, -6.2629, -1.0253], [3.4273, -6.3677, 2.4776], [4.6986, -5.1621, 2.1512], [3.4248, -4.8206, 3.3421], [-2.2353, 3.2077, -2.8216], [-0.5050, 2.8373, -2.8656], [1.0973, 4.3803, -1.1397], [0.2252, 5.6680, -0.3088], [-1.8983, 5.0068, -1.2166], [2.2547, -2.2823, 0.0029], [0.6722, -1.9058, -0.7040], [0.8997, -1.8499, 1.0610], [1.1163, -4.3455, -0.6495]], "forces_ev_per_a": [[-0.1, 0.1, 0.1], [-0.1, -0.1, 0.3], [0.2, 0.2, -0.6], [-0.8, 0.5, 0.3], [0.9, 0.1, 0.5], [-0.2, -0.9, -0.3], [-0.2, -0.5, 0.7], [-1.4, -1.4, -0.3], [-0.1, -0.5, -1.1], [-1.2, -0.3, 1.1], [0.5, 0.0, 1.9], [-0.7, 0.3, -2.1], [0.3, -0.2, -0.1], [-0.3, 0.2, 0.2], [0.4, -0.6, 0.2], [-0.4, 0.1, 0.4], [0.2, 0.5, -0.8], [-0.1, -0.1, 0.4], [1.0, 0.2, -0.6], [2.0, 0.8, 0.2], [0.0, 0.3, 0.1], [0.0, 0.6, -0.8], [-0.5, 0.1, 0.0], [-0.1, 0.8, 0.4], [0.1, 0.6, -0.1], [0.3, -0.3, -0.2], [0.0, -0.3, 0.1], [-0.4, 0.2, -0.2], [-0.1, -0.3, 0.3], [0.0, 0.0, 0.0], [0.1, 0.0, -0.1], [-0.2, 0.1, 0.1], [0.1, -0.1, 0.0], [-0.1, 0.0, 0.0], [0.0, -0.1, 0.1], [-0.1, 0.0, 0.1], [0.2, 0.0, 0.0], [0.0, 0.2, 0.0], [0.2, -0.1, 0.0], [0.1, 0.1, 0.1], [-0.2, 0.0, -0.1], [0.0, -0.1, -0.1], [0.2, 0.0, -0.2], [0.0, 0.0, 0.0], [0.0, 0.0, 0.1], [0.1, -0.1, 0.0], [0.1, -0.1, 0.1], [0.0, 0.1, 0.0], [0.0, 0.0, 0.0], [0.0, 0.1, 0.0], [0.0, -0.1, -0.1]]}

---

Entry 2:
{"formula": "C33H39BFN2O5P", "method": "ωB97M-V/def2-TZVPD", "total_energy_ev": -60753.1669, "homo_ev": -8.894, "smiles": "C[C@H](F)OC(=O)N(B(N)O)P(O)O.c1ccccc1.c1ccccc1.c1ccccc1.c1ccccc1.c1ccccc1", "multiplicity": 1, "elements": ["C", "C", "F", "O", "C", "O", "N", "B", "N", "O", "P", "O", "O", "H", "H", "H", "H", "H", "H", "H", "H", "H", "C", "C", "C", "C", "C", "C", "H", "H", "H", "H", "H", "H", "C", "C", "C", "C", "C", "C", "H", "H", "H", "H", "H", "H", "C", "C", "C", "C", "C", "C", "H", "H", "H", "H", "H", "H", "C", "C", "C", "C", "C", "C", "H", "H", "H", "H", "H", "H", "C", "C", "C", "C", "C", "C", "H", "H", "H", "H", "H", "H"], "positions_angstrom": [[-5.1288, -1.8119, -1.3361], [-3.8464, -2.5683, -2.0986], [-3.9080, -3.9836, -1.6797], [-2.5788, -1.8794, -1.8505], [-1.5827, -2.7141, -1.1687], [-0.9385, -3.7759, -1.7309], [-1.1783, -2.3237, 0.2320], [0.2632, -2.6513, 0.5599], [0.7900, -3.9723, 1.1056], [1.2817, -1.5574, 0.3811], [-2.3302, -2.8339, 1.4823], [-1.7598, -2.3647, 3.0969], [-2.7066, -4.5317, 1.4308], [-5.9058, -1.4139, -2.1169], [-4.7460, -1.0163, -0.5681], [-5.6992, -2.6366, -0.6983], [-4.0791, -2.4307, -3.2596], [0.0771, -4.7367, 1.0658], [1.5689, -4.2678, 0.4445], [1.5190, -1.1550, 1.2702], [-2.0726, -3.1000, 3.7323], [-3.5289, -4.6209, 0.8322], [-6.7152, -5.3179, 3.2453], [-5.7351, -4.3651, 2.9693], [-6.0121, -3.0090, 3.1399], [-7.2674, -2.6060, 3.5964], [-8.2463, -3.5591, 3.8759], [-7.9723, -4.9147, 3.6964], [-6.5001, -6.3745, 3.1089], [-4.7547, -4.6795, 2.6202], [-5.2504, -2.2664, 2.9184], [-7.4819, -1.5495, 3.7341], [-9.2240, -3.2450, 4.2332], [-8.7369, -5.6567, 3.9090], [2.2812, 3.9770, -1.3534], [1.4368, 3.4073, -2.3059], [1.0814, 2.0623, -2.2086], [1.5630, 1.2888, -1.1521], [2.4043, 1.8595, -0.1975], [2.7672, 3.2022, -0.3000], [2.5607, 5.0244, -1.4315], [1.0561, 4.0119, -3.1253], [0.4289, 1.6170, -2.9547], [1.2822, 0.2418, -1.0733], [2.7783, 1.2569, 0.6267], [3.4271, 3.6450, 0.4408], [3.0293, -7.3970, -3.5095], [4.0094, -6.4441, -3.7854], [3.7324, -5.0881, -3.6148], [2.4771, -4.6851, -3.1583], [1.4983, -5.6382, -2.8788], [1.7723, -6.9938, -3.0583], [3.2445, -8.4536, -3.6458], [4.9898, -6.7586, -4.1345], [4.4942, -4.3455, -3.8363], [2.2627, -3.6286, -3.0206], [0.5206, -5.3241, -2.5216], [1.0076, -7.7358, -2.8457], [0.1005, 5.1327, 1.4507], [1.1149, 5.5200, 2.3258], [0.8289, 6.3699, 3.3938], [-0.4749, 6.8250, 3.5926], [-1.4901, 6.4347, 2.7197], [-1.2022, 5.5922, 1.6462], [0.3244, 4.4731, 0.6165], [2.1294, 5.1598, 2.1747], [1.6208, 6.6769, 4.0715], [-0.6990, 7.4834, 4.4278], [-2.5064, 6.7881, 2.8758], [-1.9922, 5.2928, 0.9632], [5.6182, 5.4490, -1.5569], [6.6641, 5.3844, -0.6367], [7.4263, 6.5202, -0.3652], [7.1360, 7.7244, -1.0073], [6.0877, 7.7898, -1.9247], [5.3314, 6.6517, -2.2031], [5.0265, 4.5628, -1.7707], [6.8858, 4.4478, -0.1312], [8.2454, 6.4679, 0.3468], [7.7268, 8.6108, -0.7923], [5.8605, 8.7287, -2.4238], [4.5183, 6.7017, -2.9220]], "forces_ev_per_a": [[0.3, -1.2, 0.8], [-3.0, 0.7, -0.7], [0.8, 3.1, -1.0], [1.3, -3.6, 2.4], [3.1, -4.7, -1.7], [-4.5, 7.4, 3.1], [0.6, -1.7, -0.9], [3.1, 0.0, 0.3], [-1.2, 1.1, -2.6], [-2.0, -1.6, 1.8], [-4.2, 1.4, 0.2], [-0.2, -3.2, -1.6], [0.5, 1.0, -0.6], [1.8, -0.5, 1.5], [-0.7, -1.4, -1.7], [1.3, 1.7, -1.4], [1.0, -1.1, 2.5], [0.8, 0.9, 0.0], [-0.9, 0.5, 1.5], [-0.3, -0.9, -1.6], [0.8, 1.5, -1.4], [1.9, 0.5, 1.2], [-0.1, 0.2, 0.0], [-0.2, 0.0, 0.0], [-0.1, -0.1, 0.1], [0.0, -0.2, 0.0], [0.1, 0.0, -0.1], [0.2, 0.1, 0.0], [0.0, 0.1, 0.0], [-0.2, 0.0, 0.2], [-0.1, -0.1, 0.0], [0.0, -0.2, 0.0], [0.2, -0.1, -0.1], [0.1, 0.1, 0.0], [0.0, -0.2, 0.0], [0.0, -0.1, 0.1], [0.1, 0.1, 0.2], [0.0, 0.1, -0.1], [-0.1, 0.1, -0.2], [-0.1, -0.1, -0.1], [0.0, -0.1, 0.0], [0.1, -0.1, 0.1], [0.1, 0.1, 0.1], [0.1, 0.2, 0.0], [0.0, 0.1, -0.1], [-0.1, 0.0, -0.1], [-0.1, 0.2, 0.0], [-0.1, 0.0, 0.0], [-0.1, -0.1, 0.1], [0.1, -0.2, 0.0], [0.0, -0.1, 0.0], [0.2, 0.1, 0.0], [0.0, 0.1, 0.0], [-0.2, 0.0, 0.0], [-0.1, -0.1, 0.0], [0.0, -0.1, 0.0], [0.2, 0.0, -0.1], [0.1, 0.1, 0.0], [-0.1, 0.1, 0.1], [-0.2, 0.1, 0.0], [-0.2, -0.1, -0.1], [0.1, -0.1, -0.1], [0.1, 0.0, 0.0], [0.2, 0.1, 0.2], [0.0, 0.1, 0.1], [-0.1, 0.1, 0.0], [-0.1, 0.0, -0.1], [0.0, -0.1, -0.1], [0.2, 0.0, 0.0], [0.1, 0.0, 0.1], [0.1, 0.1, 0.0], [0.0, 0.2, -0.1], [-0.2, 0.0, -0.1], [-0.1, -0.2, 0.0], [0.0, -0.1, 0.1], [0.2, 0.0, 0.2], [0.1, 0.1, 0.0], [0.0, 0.1, -0.1], [-0.1, 0.0, -0.1], [-0.1, -0.1, 0.0], [0.0, -0.1, 0.1], [0.1, 0.0, 0.1]]}